14
Properties=species:S:1:pos:R:3:forces:R:3 method="wB97M-V/def2-TZVPD" charge=0 e_homo_ev="-9.24 / -8.84" e_tot_ev=-32145.877
C -1.510970 1.563924 -0.129175 2.5 -2.7 0.7
C -0.211887 1.172936 -0.087352 -3.1 4.1 -1.0
C -0.832658 -1.828723 -0.059654 1.8 0.9 0.0
N 0.222853 0.142201 0.559325 0.3 -5.2 2.7
O 2.264676 -1.392565 0.904265 -1.3 0.3 -0.5
O 2.583013 1.021317 0.877801 -1.8 -1.4 -1.1
S 1.788955 -0.126453 0.425824 3.3 1.0 1.8
Cl 1.773962 -0.171834 -1.581888 1.1 -0.3 -1.5
H -1.693263 2.530103 -0.409199 -1.1 1.9 -0.9
H -2.137636 0.815643 0.276344 -1.5 0.1 0.3
H 0.471256 1.884233 -0.473207 1.0 0.4 -0.5
H -0.581184 -1.406009 -1.030884 -0.1 -0.8 0.0
H -0.472761 -2.824079 0.333440 0.0 1.6 -0.5
H -1.664360 -1.380696 0.394357 -1.1 0.2 0.6